The following is a DFT calculation (ωB97M-V with the def2-TZVPD basis set) of a structure of composition C5H13Cl2O2PSi.

Element x y z (Å)
1 C -2.25 0.37 0.88
2 C 0.47 -1.85 1.04
3 C -0.62 -1.05 -2.08
4 C -0.73 2.20 -0.04
5 C -0.78 0.83 0.58
6 O 1.66 -0.14 -0.95
7 O 2.51 0.10 1.47
8 Si 0.13 -0.54 -0.34
9 P 2.84 0.05 0.06
10 Cl 4.18 -1.27 -0.39
11 Cl 3.78 1.75 -0.65
12 H -2.75 0.38 -0.11
13 H -2.08 -0.59 1.34
14 H -2.81 0.87 1.55
15 H -0.03 -1.59 1.95
16 H 0.22 -2.87 0.72
17 H 1.55 -1.83 1.12
18 H -0.45 -2.02 -2.46
19 H -1.70 -1.09 -1.85
20 H -0.49 -0.18 -2.71
21 H 0.27 2.68 -0.23
22 H -1.32 2.03 -1.01
23 H -1.33 2.84 0.63
24 H -0.27 0.90 1.48

The value obtained for the LUMO energy is 0.58 eV. For the energy above the lowest of the compared OMol25 structures with the same formula, charge and spin, the calculation gives 0.0 kcal/mol. The HOMO energy comes out at -0.3765 Ha.

=====

The following is a DFT calculation (ωB97M-V with the def2-TZVPD basis set) of a cluster of 2 separate species, H4O2 in total.

Element x y z (Å)
1 O 13.47 -12.48 -8.53
2 H 13.55 -13.24 -9.13
3 H 13.68 -11.71 -9.07
4 O 13.46 -14.71 -10.49
5 H 12.91 -14.69 -11.28
6 H 13.59 -15.64 -10.30

The value obtained for the LUMO energy is 0.63 eV. For the energy above the lowest of the compared OMol25 structures with the same formula, charge and spin, the calculation gives 0.5 kcal/mol. As for the SMILES: O.O. The HOMO energy comes out at -0.3986 Ha.

=====

The following is a DFT calculation (ωB97M-V with the def2-TZVPD basis set) of a structure of composition C6H8CaO6.

Element x y z (Å)
1 O -1.13 -1.79 -0.92
2 C -1.65 0.17 1.18
3 C -1.72 -0.87 -1.76
4 O -2.31 0.12 2.19
5 O -2.17 0.66 0.07
6 C -1.60 0.56 -1.24
7 H -2.80 -1.11 -1.86
8 H -1.31 -0.86 -2.79
9 H -2.19 1.25 -1.86
10 H -0.57 0.92 -1.21
11 H 3.45 0.24 -0.04
12 O 0.12 -1.34 1.66
13 O 1.53 -0.47 -0.52
14 C 2.37 0.49 -0.01
15 C 1.99 0.72 1.45
16 O 0.56 0.89 1.45
17 C -0.15 -0.20 1.22
18 H 2.17 1.42 -0.57
19 H 2.41 1.66 1.84
20 H 2.28 -0.13 2.08
21 Ca 0.70 -2.34 -0.38

The value obtained for the LUMO energy (spin up / spin down) is 1.96 / 1.97 eV. The HOMO energy (spin up / spin down) comes out at 0.0154 / -0.1599 Ha. As for the total charge: -1. Its spin multiplicity is 2.

=====

The following is a DFT calculation (ωB97M-V with the def2-TZVPD basis set) of an isolated molecule of C5H8O.

Element x y z (Å)
1 C 0.40 -1.82 1.17
2 C 0.20 -0.50 0.46
3 C -0.48 -0.41 -0.67
4 C -0.44 0.98 -1.21
5 C 0.21 1.74 -0.06
6 O 0.76 0.69 0.88
7 H 1.47 -2.06 1.24
8 H -0.04 -1.88 2.17
9 H -0.07 -2.59 0.55
10 H -1.02 -1.20 -1.16
11 H -1.49 1.22 -1.30
12 H 0.08 1.05 -2.18
13 H -0.52 2.26 0.55
14 H 0.94 2.50 -0.42

The value obtained for the LUMO energy is 1.12 eV. For the energy above the lowest of the compared OMol25 structures with the same formula, charge and spin, the calculation gives 26.7 kcal/mol. As for the SMILES: CC1=CCCO1. The HOMO energy comes out at -0.2995 Ha.

=====

The following is a DFT calculation (ωB97M-V with the def2-TZVPD basis set) of a cluster of 2 separate species, C6H15NS in total.

Element x y z (Å)
1 C 1.50 1.00 -0.77
2 C 1.11 1.96 0.46
3 C -0.30 2.27 0.78
4 S -1.35 2.28 -0.75
5 C 1.34 -0.50 -0.52
6 N -0.03 -0.73 -0.04
7 C -0.52 -2.10 -0.26
8 C -1.71 -2.28 0.69
9 H 0.82 1.17 -1.61
10 H 2.57 1.23 -1.06
11 H 1.57 2.96 0.32
12 H 1.67 1.47 1.41
13 H -0.66 1.53 1.50
14 H -0.55 3.21 1.21
15 H -2.13 0.38 -1.24
16 H 1.47 -1.15 -1.40
17 H 2.20 -0.59 0.17
18 H -0.60 0.10 -0.46
19 H 0.32 -2.83 0.13
20 H -0.89 -2.45 -1.27
21 H -1.37 -1.88 1.64
22 H -1.91 -3.35 0.77
23 H -2.55 -1.71 0.29

The value obtained for the LUMO energy is -1.48 eV. For the energy above the lowest of the compared OMol25 structures with the same formula, charge and spin, the calculation gives 104.2 kcal/mol. The HOMO energy comes out at -0.3133 Ha.

=====

The following is a DFT calculation (ωB97M-V with the def2-TZVPD basis set) of the ion C5H11N2 with charge +1.

Element x y z (Å)
1 C 2.64 -0.10 1.08
2 C 1.32 0.49 0.98
3 N 0.27 0.77 1.59
4 C 0.26 1.09 0.23
5 N -0.65 -0.27 -0.58
6 C -1.47 -0.81 0.49
7 C -1.39 0.22 -1.77
8 H 3.48 0.54 0.69
9 H 2.64 -0.98 0.27
10 H 2.72 -0.58 2.08
11 H -0.05 1.96 -0.40
12 H -0.01 -0.91 -0.96
13 H -2.18 -1.69 0.25
14 H -0.90 -0.95 1.35
15 H -1.97 0.07 0.81
16 H -1.92 -0.68 -2.12
17 H -2.14 1.07 -1.50
18 H -0.64 0.75 -2.47

The value obtained for the LUMO energy is -3.08 eV. For the energy above the lowest of the compared OMol25 structures with the same formula, charge and spin, the calculation gives 83.8 kcal/mol. As for the SMILES: CC1=N[C@@H]1[NH+](C)C. The HOMO energy comes out at -0.5613 Ha. As for the total charge: +1.

=====

The following is a DFT calculation (ωB97M-V with the def2-TZVPD basis set) of a structure of composition C18H23N2.

Element x y z (Å)
1 C -0.91 2.43 -0.69
2 C -1.07 0.94 -0.59
3 N -0.36 0.19 -1.53
4 C -0.80 -1.05 -2.03
5 C -2.02 -1.68 -1.86
6 C -2.27 -2.83 -2.62
7 C -1.31 -3.32 -3.52
8 C -0.07 -2.68 -3.68
9 C 0.18 -1.53 -2.94
10 C 1.25 -0.58 -2.96
11 C 0.91 0.48 -2.07
12 C 1.73 1.59 -1.93
13 C 2.89 1.65 -2.72
14 C 3.22 0.61 -3.61
15 C 2.41 -0.52 -3.73
16 H -1.86 2.88 -0.40
17 H -0.16 2.76 0.03
18 H -0.66 2.77 -1.70
19 H -2.12 0.64 -0.57
20 H -2.75 -1.28 -1.15
21 H -3.23 -3.34 -2.52
22 H -1.53 -4.21 -4.11
23 H 0.69 -3.03 -4.38
24 H 1.48 2.38 -1.24
25 H 3.54 2.53 -2.65
26 H 4.12 0.70 -4.22
27 H 2.63 -1.34 -4.41
28 C 0.25 -0.02 6.28
29 C -0.66 0.10 5.07
30 C 0.08 0.56 3.81
31 C -0.84 0.53 2.59
32 N -0.17 0.83 1.34
33 H -0.30 -0.45 7.12
34 H 1.11 -0.66 6.07
35 H 0.62 0.96 6.59
36 H -1.13 -0.87 4.86
37 H -1.47 0.80 5.28
38 H 0.45 1.59 3.96
39 H 0.95 -0.09 3.63
40 H -1.32 -0.47 2.54
41 H -1.65 1.27 2.71
42 H 0.79 0.48 1.37
43 H -0.64 0.27 0.59

The value obtained for the LUMO energy is -4.88 eV. For the energy above the lowest of the compared OMol25 structures with the same formula, charge and spin, the calculation gives 47.4 kcal/mol. The HOMO energy comes out at -0.4324 Ha. As for the total charge: +1.

=====

The following is a DFT calculation (ωB97M-V with the def2-TZVPD basis set) of a structure of composition C25H42Cl2InO2P2.

Element x y z (Å)
1 In -0.50 -1.20 -4.08
2 C 1.42 1.51 1.59
3 C 0.13 2.10 1.59
4 C -0.05 -0.03 2.46
5 C 1.32 0.20 2.14
6 C -0.78 1.15 2.12
7 C 2.68 2.15 1.16
8 H 2.51 2.89 0.37
9 H 3.39 1.40 0.79
10 H 3.18 2.67 2.00
11 C 2.45 -0.72 2.36
12 H 3.40 -0.22 2.13
13 H 2.35 -1.60 1.71
14 H 2.48 -1.06 3.40
15 C -0.62 -1.25 3.08
16 H -0.03 -1.54 3.96
17 H -0.62 -2.10 2.38
18 H -1.65 -1.06 3.39
19 C -2.22 1.35 2.37
20 H -2.40 1.77 3.37
21 H -2.77 0.40 2.31
22 H -2.65 2.05 1.64
23 C -0.20 3.47 1.15
24 H -0.07 4.20 1.97
25 H -1.24 3.53 0.82
26 H 0.46 3.78 0.33
27 C 0.02 -0.40 -5.96
28 C 0.84 0.86 -5.66
29 C 0.22 2.27 -6.10
30 C -1.27 2.47 -6.27
31 C -2.06 1.61 -5.33
32 C -2.79 0.49 -5.58
33 C -2.52 -0.48 -6.69
34 C -1.05 -0.40 -7.11
35 H 0.74 2.49 -7.04
36 H -1.63 2.44 -7.31
37 H 0.56 3.04 -5.40
38 H -0.92 0.48 -7.74
39 H 0.69 -1.21 -6.32
40 H 1.73 0.81 -6.31
41 H -0.82 -1.28 -7.73
42 H -2.83 -1.50 -6.40
43 H -3.86 0.53 -5.29
44 H -3.16 -0.21 -7.56
45 H -1.49 3.52 -5.98
46 H -2.31 2.20 -4.44
47 P 1.72 0.72 -4.03
48 C 3.41 0.14 -4.43
49 C 1.62 2.27 -3.06
50 P -3.35 -0.57 -1.51
51 C -1.76 -0.25 -2.51
52 C -3.81 1.14 -2.00
53 C -3.87 -1.54 -2.99
54 H 3.36 -0.94 -4.19
55 H 4.13 0.66 -3.78
56 H 3.66 0.26 -5.51
57 H 0.87 2.97 -3.45
58 H 2.60 2.76 -2.97
59 H 1.28 2.00 -2.05
60 H -3.59 -1.00 -3.90
61 H -4.95 -1.66 -2.94
62 H -3.31 -2.48 -2.93
63 H -2.16 0.37 -3.35
64 H -1.11 0.37 -1.87
65 H -4.18 1.60 -1.09
66 H -4.52 1.13 -2.82
67 H -2.91 1.70 -2.29
68 Cl 1.24 -3.69 0.98
69 C 0.28 -3.88 -0.54
70 Cl -1.44 -4.03 -0.06
71 C 0.36 -2.63 -1.52
72 O 0.17 -2.94 -2.77
73 O 0.53 -1.51 -1.04
74 H 0.60 -4.85 -0.95

The value obtained for the LUMO energy (spin up / spin down) is -5.44 / -5.44 eV. For the energy above the lowest of the compared OMol25 structures with the same formula, charge and spin, the calculation gives 83.7 kcal/mol. The HOMO energy (spin up / spin down) comes out at -0.3738 / -0.3738 Ha. As for the total charge: +1.

=====

The following is a DFT calculation (ωB97M-V with the def2-TZVPD basis set) of the ion C3H3O4 with charge -1.

Element x y z (Å)
1 O -2.75 -1.55 0.08
2 C -2.19 -0.44 0.03
3 O -3.02 0.74 0.03
4 C -0.83 -0.09 0.07
5 O -0.43 1.22 -0.21
6 C 0.69 -0.93 0.12
7 O 1.60 -0.22 -0.16
8 H -2.37 1.33 -0.42
9 H 0.72 0.99 -0.11
10 H 0.51 -1.96 0.30

The value obtained for the LUMO energy (spin up / spin down) is 4.06 / 4.06 eV. For the energy above the lowest of the compared OMol25 structures with the same formula, charge and spin, the calculation gives 51.9 kcal/mol. As for the SMILES: O=C(O)/C(O)=C/[O-]. The HOMO energy (spin up / spin down) comes out at -0.0814 / -0.0814 Ha. As for the total charge: -1.

=====

The following is a DFT calculation (ωB97M-V with the def2-TZVPD basis set) of a structure of composition C21H25Br51Cl.

Element x y z (Å)
1 C 0.69 -4.52 -3.94
2 C -0.56 -5.36 -4.09
3 Cl -0.17 -7.02 -4.68
4 C -1.64 -4.74 -5.01
5 C -2.83 -4.30 -4.16
6 H 0.37 -3.49 -3.95
7 H 1.36 -4.69 -4.79
8 H -0.99 -5.48 -3.12
9 H -1.22 -3.89 -5.52
10 H -1.97 -5.45 -5.76
11 H -3.18 -5.15 -3.60
12 H -3.61 -3.87 -4.77
13 H -2.46 -3.58 -3.44
14 C -0.81 0.78 -2.82
15 Br -2.30 -0.31 -2.30
16 Br 0.37 1.09 -1.33
17 Br 0.13 0.05 -4.33
18 H -1.20 1.74 -3.11
19 C -3.93 0.13 0.59
20 Br -3.91 1.92 -0.10
21 Br -4.82 0.05 2.30
22 Br -4.68 -1.13 -0.67
23 H -2.90 -0.15 0.74
24 C -1.58 2.07 2.96
25 Br -2.39 1.57 4.62
26 Br -0.25 3.45 3.16
27 Br -0.89 0.55 2.02
28 H -2.37 2.48 2.35
29 C 3.96 2.65 -3.48
30 Br 4.05 1.34 -2.07
31 Br 3.85 1.83 -5.22
32 Br 2.52 3.90 -3.19
33 H 4.88 3.22 -3.45
34 C 5.65 5.66 -0.42
35 Br 4.99 4.23 0.66
36 Br 6.62 5.00 -1.96
37 Br 4.26 6.89 -0.94
38 H 6.36 6.22 0.17
39 C 3.38 6.89 3.63
40 Br 5.24 6.96 3.13
41 Br 2.29 8.03 2.52
42 Br 2.71 5.09 3.64
43 H 3.31 7.26 4.64
44 C -5.50 5.48 2.22
45 Br -6.53 4.20 1.21
46 Br -3.64 5.01 2.29
47 Br -5.75 7.27 1.55
48 H -5.87 5.46 3.23
49 C -1.77 9.84 2.32
50 Br -3.61 10.32 2.58
51 Br -0.62 10.68 3.63
52 Br -1.53 7.94 2.28
53 H -1.47 10.23 1.35
54 C 3.24 6.73 -6.04
55 Br 3.64 8.15 -7.27
56 Br 4.81 6.17 -5.07
57 Br 1.80 7.23 -4.85
58 H 2.90 5.88 -6.62
59 C -1.70 -6.73 0.35
60 Br -2.54 -8.31 -0.37
61 Br 0.21 -6.78 0.08
62 Br -2.49 -5.12 -0.33
63 H -1.87 -6.74 1.41
64 C 2.35 -10.37 -3.84
65 Br 3.30 -8.73 -4.10
66 Br 3.54 -11.82 -3.36
67 Br 0.92 -10.17 -2.57
68 H 1.90 -10.64 -4.79
69 C -2.38 -10.87 3.13
70 Br -1.74 -9.06 3.34
71 Br -4.21 -11.04 3.70
72 Br -2.13 -11.53 1.34
73 H -1.78 -11.49 3.78
74 C -2.07 -3.06 3.38
75 Br -0.79 -4.48 3.11
76 Br -3.65 -3.28 2.31
77 Br -2.51 -2.85 5.25
78 H -1.60 -2.15 3.06
79 C 10.28 3.76 -0.26
80 Br 10.10 5.55 -0.95
81 Br 9.52 3.61 1.50
82 Br 9.53 2.45 -1.47
83 H 11.33 3.55 -0.18
84 C -1.12 -2.06 8.79
85 Br -2.87 -2.84 8.98
86 Br -0.97 -0.42 9.78
87 Br 0.26 -3.31 9.28
88 H -0.99 -1.83 7.75
89 C -7.05 -9.97 6.46
90 Br -7.15 -8.19 5.73
91 Br -7.84 -10.07 8.21
92 Br -7.82 -11.27 5.26
93 H -6.00 -10.21 6.56
94 C 2.74 11.48 -5.67
95 Br 3.18 11.21 -3.82
96 Br 0.89 11.94 -5.90
97 Br 3.90 12.78 -6.49
98 H 2.90 10.54 -6.17

The value obtained for the LUMO energy is 0.71 eV. For the energy above the lowest of the compared OMol25 structures with the same formula, charge and spin, the calculation gives 3.3 kcal/mol. The HOMO energy comes out at -0.0547 Ha. As for the total charge: -1.

=====

The following is a DFT calculation (ωB97M-V with the def2-TZVPD basis set) of a cluster of 2 separate species, C11H13N2 in total.

Element x y z (Å)
1 C 0.02 1.41 -0.77
2 C 1.15 1.41 -1.56
3 C 2.28 2.24 -1.45
4 C 2.54 3.23 -0.51
5 C 1.67 3.76 0.44
6 C 0.35 3.42 0.68
7 C -0.40 2.37 0.15
8 H -0.68 0.59 -0.94
9 H 1.17 0.67 -2.36
10 H 3.05 2.07 -2.21
11 H 3.54 3.68 -0.56
12 H 2.08 4.57 1.06
13 H -0.19 4.07 1.39
14 H -1.43 2.27 0.50
15 C -2.26 -4.33 0.35
16 N -1.44 -3.14 0.44
17 C -1.59 -2.00 -0.33
18 N -0.68 -1.11 0.00
19 C 0.10 -1.65 1.01
20 C -0.36 -2.92 1.29
21 H -1.91 -5.06 1.08
22 H -3.31 -4.08 0.56
23 H -2.21 -4.76 -0.66
24 H -2.38 -1.94 -1.07
25 H 0.92 -1.11 1.45
26 H -0.01 -3.64 2.00

The value obtained for the LUMO energy is -4.91 eV. For the energy above the lowest of the compared OMol25 structures with the same formula, charge and spin, the calculation gives 56.3 kcal/mol. The HOMO energy comes out at -0.4286 Ha. As for the total charge: +1.

=====

The following is a DFT calculation (ωB97M-V with the def2-TZVPD basis set) of an isolated molecule of C3H5NO2.

Element x y z (Å)
1 N 2.16 1.19 0.95
2 C 1.00 1.28 0.88
3 O -0.28 1.37 0.81
4 C -1.05 0.33 0.13
5 C -0.24 -0.95 -0.06
6 O 0.94 -0.71 -0.77
7 H -1.38 0.74 -0.83
8 H -1.93 0.18 0.76
9 H -0.08 -1.43 0.91
10 H -0.82 -1.64 -0.69
11 H 1.61 -0.41 -0.14

The value obtained for the LUMO energy is 0.69 eV. For the energy above the lowest of the compared OMol25 structures with the same formula, charge and spin, the calculation gives 51.7 kcal/mol. As for the SMILES: N#COCCO. The HOMO energy comes out at -0.3944 Ha.